No. 1
The following is a DFT calculation (wB97M-V/def2-TZVPD) of a 12-piece molecular cluster, C32H66Br6F2N6O19S2 overall at a distorted geometry.

CARTESIAN COORDINATES (ANGSTROEM)
C 4.965 -3.515 -1.163
C 0.136 -2.698 -1.416
H 2.541 -3.016 4.588
C 0.123 4.452 4.587
H 5.007 -3.936 -2.161
O -1.925 -4.146 2.723
N -0.807 -4.874 -6.063
H 4.421 -4.073 -0.404
H 1.966 1.627 1.405
C -2.733 1.836 2.440
Br -4.256 -3.295 -3.936
O 2.085 -2.768 1.648
H 0.543 -5.277 2.264
H 2.705 2.414 -0.532
H -0.700 5.740 -3.300
H 1.644 -0.101 1.353
O -1.317 -5.619 -6.850
H 5.985 5.721 -2.846
O -5.257 -7.411 1.661
H -1.106 6.156 4.324
Br -1.244 5.635 6.753
H 6.162 3.651 -1.330
H 4.740 2.659 -1.459
H 0.778 3.990 5.325
C -0.127 2.665 0.331
H 2.775 1.801 -2.232
C -1.333 5.815 -2.398
H -3.106 0.787 4.230
H 1.592 2.956 -1.660
C -0.380 5.785 5.046
H 7.496 1.491 -2.112
C -2.193 4.562 -2.407
H 2.128 -4.392 3.492
H -0.671 3.727 4.410
H -2.378 -1.973 -2.879
C 0.393 0.938 2.728
H -4.760 -0.175 -3.721
C 2.807 -3.577 3.696
H -0.269 1.795 2.835
H 4.589 4.547 -4.435
C -3.727 -0.494 -3.700
F -3.512 -3.638 0.451
C -0.785 -1.078 0.090
H -1.668 -6.548 2.564
H 1.537 0.015 -0.819
H -1.524 0.864 -0.524
S -3.789 -5.140 -0.033
O -0.179 -3.256 3.618
N -1.400 -3.397 3.520
Br -2.650 0.918 -2.922
H -0.737 -5.065 0.982
O 3.563 -1.931 -2.211
H 1.230 6.528 -2.211
C -0.933 0.415 0.267
N 0.326 1.243 0.224
Br 1.093 4.695 2.882
H 5.937 -3.318 -0.722
O 3.287 -1.473 2.862
H -1.662 3.635 -2.203
O -0.020 -4.003 -6.338
N 4.323 -2.171 -1.299
H 3.617 3.887 -3.107
O 5.597 3.306 -3.207
C 5.740 2.807 -1.882
H -2.974 4.593 -1.645
C -2.318 -2.705 4.455
H -4.584 1.618 -0.493
H 0.444 -2.825 -2.455
H 0.330 0.926 -1.806
H 1.072 -2.738 -0.839
H -3.296 -0.707 -4.677
H 0.824 6.704 0.733
H -0.521 -3.535 -1.161
N -5.397 -5.144 0.522
H 0.289 7.780 -1.538
H -1.442 0.644 1.201
H 4.349 6.441 -2.778
C 0.573 6.735 -1.346
O -3.601 -4.959 -1.444
N 2.732 -2.526 2.641
H -2.561 -1.815 3.860
O -0.359 -1.390 -1.212
O -4.901 -0.883 3.336
H -1.785 -1.513 0.265
C -3.448 -1.782 -2.955
H 4.790 5.389 -1.513
H -2.162 -5.408 -4.491
C -4.280 1.300 0.503
H 0.411 6.521 5.156
H -3.736 -1.772 -1.899
C -4.977 0.359 1.244
H 0.746 3.229 0.647
O -5.363 -7.384 -0.798
C 6.458 1.496 -1.773
H -1.146 -3.897 -4.357
H -0.942 2.795 1.040
C -3.401 0.829 3.192
H 6.547 1.207 -0.721
C -1.191 -4.949 -4.615
C 1.479 6.591 -0.130
C -3.240 2.145 0.981
C 2.137 2.042 -1.389
Br 1.343 -6.337 0.164
O -0.533 5.901 -1.245
C 1.175 0.875 1.413
H 2.263 7.348 -0.140
C -0.777 -6.874 2.037
O -5.795 -0.422 0.735
H -1.764 -2.443 5.349
C 1.113 0.985 -1.054
S -5.572 -6.697 0.459
H -0.473 -5.462 -3.978
H -0.165 -1.480 0.912
H 1.097 1.039 3.559
H -2.669 4.534 -3.388
O -1.755 2.481 2.893
O -2.542 2.885 0.258
H 5.911 0.665 -2.217
O -2.845 -5.872 0.764
H 3.829 -3.940 3.772
H -1.055 -7.646 1.329
Br 0.279 -7.808 3.425
C -4.487 0.093 2.678
H -3.243 -3.245 4.610
H 1.992 5.629 -0.118
H -1.934 6.723 -2.555
H -0.108 -0.019 2.860
O 4.562 -1.402 -0.373
C -0.005 -5.719 1.444
F -7.205 -6.684 0.490
H -0.414 2.951 -0.676
C 4.602 4.282 -3.379
C 4.940 5.545 -2.584

Atoms 1-6, force components in eV/Å:
C 0.28 0.59 -0.10
C 1.15 0.21 0.49
H -0.02 -0.37 0.20
C 0.19 -0.70 0.16
H -0.08 -0.39 0.19
O 0.22 0.56 0.19

Values from the calculation:
- gap between HOMO and LUMO (eV) = 5.0929
- charge = -2

***

No. 2
The following is a DFT calculation (wB97M-V/def2-TZVPD) of a 2-piece molecular cluster, C3H4F2O3S overall at a distorted geometry.

CARTESIAN COORDINATES (ANGSTROEM)
O 2.029 0.404 -0.204
C -0.032 0.084 0.513
H -0.220 0.134 1.574
H -2.428 -0.762 0.485
S 1.233 -1.077 0.036
O 1.014 -1.721 -1.205
H -2.271 0.767 -0.511
O 1.810 -1.810 1.104
F 0.488 1.739 -1.148
F 1.104 2.154 0.858
C -1.945 -0.238 -0.312
C 0.898 1.143 -0.010
H -1.681 -0.816 -1.180

Atoms 1-6, force components in eV/Å:
O 0.53 -1.17 -0.23
C -3.70 -1.22 -1.47
H 0.18 -0.07 0.21
H -0.23 -0.17 0.27
S -0.27 0.43 0.50
O -0.07 0.11 -0.51

Values from the calculation:
- gap between HOMO and LUMO (eV) = 11.5160
- charge = 0

***

No. 3
The following is a DFT calculation (wB97M-V/def2-TZVPD) of C12H34O6V as an isolated structure at a distorted geometry.

CARTESIAN COORDINATES (ANGSTROEM)
C -3.223 1.524 0.549
H -0.752 -3.440 -2.772
H 4.370 0.330 0.365
H 2.272 -0.785 -1.215
O 0.764 1.991 0.605
V -0.121 0.202 -0.245
H 2.507 -2.918 -0.871
H -0.330 4.421 0.406
C 2.820 2.985 0.099
H 0.870 4.245 1.680
H -3.592 2.427 2.515
C 2.906 -1.284 0.554
H 3.180 2.198 -0.564
H 3.003 2.706 1.137
H -3.822 2.327 0.121
C 4.257 -0.737 0.176
H 3.265 3.944 -0.164
H -2.149 2.129 -0.887
H 0.724 1.306 -2.657
H 3.528 -3.403 0.452
H -3.245 -4.036 -0.569
H 5.018 -1.231 0.781
H -0.003 -1.471 2.031
O -2.066 1.366 -0.310
H -1.899 2.646 1.937
H -3.412 -0.590 1.062
C 1.307 3.069 -0.049
O 1.957 -0.628 -0.322
H -3.283 -2.315 -0.187
H 0.448 -3.852 -1.660
H -1.001 -4.818 -1.746
H 2.788 -1.115 1.625
H 4.521 -0.921 -0.865
O -1.062 -1.584 -1.230
H 1.008 3.175 -1.092
C -2.914 -3.052 -0.900
H 1.889 -3.239 0.771
H -4.895 0.392 1.115
H -1.388 -1.583 -2.134
C -2.766 1.985 1.959
C -0.637 -3.790 -1.746
O -0.221 -0.582 1.690
H -2.324 1.160 2.518
H -4.191 -0.128 -0.412
H 0.858 2.132 1.550
C 2.683 -2.764 0.194
C -1.395 -2.854 -0.801
O 0.096 0.642 -2.311
H -3.292 -2.815 -1.895
C 0.737 4.309 0.600
H 1.285 5.202 0.298
C -3.953 0.230 0.590
H -1.128 -3.108 0.225

Atoms 1-6, force components in eV/Å:
C 1.37 0.29 1.20
H -0.36 0.09 -0.20
H -0.34 0.01 0.03
H -0.19 0.13 -0.30
O -1.20 -1.77 -0.14
V 0.13 -0.57 -0.35

Values from the calculation:
- expectation value of S² = 3.75
- gap between HOMO and LUMO (alpha / beta) (eV) = 6.2692 / 8.7005
- multiplicity = 4
- charge = 0